P | Here is a structure of composition C29H32Cl4IrN5O4Si from the OMol25 dataset. Energies are from ωB97M-V with the def2-TZVPD basis set.

E_HOMO (spin up / spin down) (eV): -10.134 / -10.684
Gap between HOMO and LUMO (spin up / spin down) (eV): 7.1 / 6.6
Spin multiplicity: 2
Charge: +1

Last column: Löwdin charge in e.
Geometry (Å):
Ir  0.47  0.97  0.88  1.40
O  -0.49  2.94  3.44  -0.03
C  -1.21  2.04  4.22  -0.19
C  -1.50  0.72  3.55  -0.19
C  -2.42  -0.04  4.28  -0.02
C  -2.79  -1.30  3.88  -0.03
C  -2.22  -1.79  2.72  -0.04
C  -1.33  -1.01  2.04  -0.15
N  -0.95  0.24  2.42  0.03
H  -0.39  3.76  3.95  0.12
H  -2.18  2.46  4.50  0.13
H  -0.68  1.81  5.15  0.14
H  -2.84  0.40  5.18  0.13
H  -3.50  -1.88  4.45  0.12
H  -2.46  -2.78  2.34  0.12
H  -0.86  -1.39  1.15  0.07
Cl  2.24  7.52  1.24  0.72
C  2.13  5.82  1.44  -0.69
C  3.14  5.14  2.21  -0.69
Cl  4.42  6.04  2.89  0.73
C  3.08  3.78  2.39  -0.62
Cl  4.25  2.93  3.31  0.76
C  2.03  3.03  1.81  -0.36
O  1.94  1.76  1.99  -0.16
C  0.99  3.71  1.05  -0.39
O  0.03  3.04  0.58  -0.13
C  1.09  5.13  0.89  -0.62
Cl  -0.14  5.90  -0.02  0.75
N  3.81  -1.05  -1.50  0.22
C  3.83  -0.21  -2.55  -0.47
N  4.69  -0.43  -3.55  0.19
N  3.04  0.85  -2.66  0.13
C  2.30  1.10  -1.62  -0.25
N  1.69  1.26  -0.66  0.06
H  4.46  -1.82  -1.43  0.10
H  3.15  -0.94  -0.75  0.07
H  5.29  -1.24  -3.58  0.12
H  4.71  0.23  -4.31  0.12
C  0.86  -4.76  1.03  -0.18
Si  2.36  -3.66  1.24  0.42
C  3.13  -3.90  2.92  -0.18
C  3.61  -4.03  -0.11  -0.20
C  1.79  -1.92  1.08  -0.19
C  1.28  -0.81  1.02  -0.29
H  1.14  -5.82  1.10  0.04
H  0.38  -4.60  0.06  0.03
H  0.13  -4.56  1.81  0.03
H  3.49  -4.92  3.04  0.04
H  2.41  -3.69  3.71  0.03
H  3.98  -3.22  3.06  0.03
H  3.97  -5.05  -0.02  0.04
H  4.48  -3.37  -0.02  0.02
H  3.17  -3.91  -1.10  0.03
C  -5.70  -0.31  -4.95  -0.03
C  -4.52  -0.12  -4.05  -0.23
C  -4.69  0.12  -2.69  0.01
C  -3.61  0.28  -1.83  -0.16
C  -3.88  0.56  -0.38  -0.02
C  -2.31  0.18  -2.37  -0.09
C  -1.13  0.34  -1.57  -0.10
O  -1.13  0.43  -0.33  -0.15
C  -2.11  -0.06  -3.76  -0.19
C  -0.74  -0.15  -4.38  -0.04
C  -3.22  -0.21  -4.56  0.00
H  -6.63  -0.02  -4.46  0.08
H  -5.78  -1.35  -5.25  0.09
H  -5.59  0.28  -5.86  0.09
H  -5.69  0.21  -2.29  0.12
H  -4.95  0.70  -0.23  0.09
H  -3.36  1.46  -0.05  0.09
H  -3.54  -0.26  0.25  0.08
H  -0.17  0.39  -2.09  0.10
H  -0.14  -0.94  -3.94  0.09
H  -0.19  0.79  -4.29  0.09
H  -0.84  -0.37  -5.44  0.08
H  -3.09  -0.39  -5.62  0.13


Q | Here is a structure of composition C29H32Cl4IrN5O4Si from the OMol25 dataset. Energies are from ωB97M-V with the def2-TZVPD basis set.

E_HOMO (spin up / spin down) (eV): -10.493 / -10.855
Gap between HOMO and LUMO (spin up / spin down) (eV): 8.1 / 6.4
Spin multiplicity: 2
Charge: +1

Last column: Löwdin charge in e.
Geometry (Å):
Ir  -0.24  -1.16  -0.13  1.37
O  -0.40  -0.81  1.94  -0.15
C  -1.73  -0.28  2.21  -0.11
C  -2.11  0.64  1.09  -0.24
C  -2.96  1.71  1.27  0.01
C  -3.34  2.46  0.16  -0.02
C  -2.84  2.13  -1.08  -0.03
C  -1.97  1.06  -1.19  -0.08
N  -1.63  0.33  -0.13  -0.05
H  -0.29  -1.65  2.40  0.13
H  -1.71  0.24  3.16  0.14
H  -2.43  -1.12  2.24  0.13
H  -3.32  1.95  2.26  0.13
H  -4.01  3.30  0.28  0.12
H  -3.10  2.69  -1.96  0.12
H  -1.52  0.78  -2.13  0.12
Cl  6.27  -3.10  -0.20  0.74
C  4.85  -2.17  -0.21  -0.68
C  4.94  -0.74  -0.38  -0.68
Cl  6.48  -0.03  -0.55  0.74
C  3.82  0.04  -0.39  -0.61
Cl  3.88  1.74  -0.58  0.81
C  2.53  -0.56  -0.25  -0.34
O  1.45  0.12  -0.24  -0.14
C  2.44  -2.00  -0.09  -0.34
O  1.28  -2.52  0.05  -0.16
C  3.63  -2.78  -0.07  -0.62
Cl  3.46  -4.47  0.12  0.76
N  -1.70  -4.22  -3.23  0.22
C  -0.98  -3.76  -4.26  -0.47
N  -1.02  -4.41  -5.43  0.19
N  -0.21  -2.67  -4.21  0.14
C  -0.20  -2.03  -3.09  -0.25
N  -0.17  -1.46  -2.09  0.04
H  -2.27  -5.04  -3.32  0.10
H  -1.69  -3.76  -2.33  0.08
H  -1.54  -5.26  -5.55  0.12
H  -0.46  -4.06  -6.18  0.12
C  -4.03  -5.57  -1.25  -0.20
Si  -3.98  -4.49  0.28  0.41
C  -5.57  -3.54  0.43  -0.19
C  -3.69  -5.55  1.79  -0.18
C  -2.59  -3.30  0.11  -0.19
C  -1.68  -2.49  0.00  -0.28
H  -4.84  -6.31  -1.17  0.04
H  -3.10  -6.13  -1.37  0.03
H  -4.22  -4.97  -2.15  0.02
H  -6.43  -4.21  0.51  0.04
H  -5.73  -2.90  -0.44  0.03
H  -5.56  -2.90  1.31  0.03
H  -4.49  -6.28  1.91  0.04
H  -3.65  -4.94  2.69  0.03
H  -2.74  -6.09  1.71  0.03
C  4.93  7.00  1.67  -0.04
C  3.85  5.98  1.45  -0.25
C  2.89  6.15  0.46  0.00
C  1.89  5.21  0.24  -0.19
C  0.90  5.47  -0.87  -0.04
C  1.85  4.06  1.04  -0.13
C  0.84  3.01  0.85  -0.20
O  -0.10  3.06  0.08  0.03
C  2.82  3.87  2.05  -0.23
C  2.84  2.65  2.94  -0.05
C  3.79  4.84  2.24  -0.01
H  4.72  7.92  1.13  0.08
H  5.89  6.61  1.31  0.09
H  5.04  7.24  2.72  0.08
H  2.93  7.04  -0.16  0.12
H  1.17  6.38  -1.40  0.08
H  -0.11  5.57  -0.48  0.09
H  0.88  4.64  -1.58  0.08
H  0.98  2.11  1.47  0.10
H  3.01  1.74  2.36  0.07
H  1.91  2.53  3.50  0.08
H  3.65  2.73  3.66  0.08
H  4.53  4.70  3.02  0.12


The structure shown above that is least stable: P.